Entry 1:
9
Properties=species:S:1:pos:R:3:nbo_charge:R:1 method="wB97M-V/def2-TZVPD" lumo_energy_ha="-0.052 / -0.052" gap_ev="7.87 / 7.88" homo_ev="-9.28 / -9.28" energy_ev=-28212.0019
C 0.654 0.242 -0.926 -0.74
C 0.005 -0.183 0.315 0.49
F 0.169 -1.496 0.502 -0.30
S -0.086 0.912 1.648 0.14
Cl -2.407 -0.601 -0.628 -0.58
H 1.241 -0.556 -1.290 0.25
H -0.088 0.576 -1.643 0.30
H 1.352 1.029 -0.602 0.23
H -0.839 0.077 2.622 0.21

Entry 2:
17
Properties=species:S:1:pos:R:3:nbo_charge:R:1 method="wB97M-V/def2-TZVPD" lumo_energy_ha="-0.021 / -0.096" gap_ev="8.91 / 8.61" s2=8.754 homo_ev="-9.48 / -11.22" energy_ev=-76251.3698 multiplicity=6
Fe 28.467 -25.510 -1.189 0.92
Cl 26.034 -24.759 0.564 2.58
O 24.967 -25.722 0.654 -0.79
O 27.291 -25.327 0.917 -0.98
O 26.210 -24.562 -0.850 -0.96
O 25.911 -23.565 1.285 -0.77
C 30.662 -25.620 4.306 -0.11
C 30.098 -25.566 2.845 -0.10
O 31.253 -25.258 2.045 -0.69
S 32.622 -24.846 2.910 2.48
O 32.918 -23.429 2.880 -0.87
O 33.752 -25.691 2.595 -0.89
O 32.099 -25.368 4.356 -0.67
H 30.514 -26.563 4.832 0.21
H 30.347 -24.827 4.985 0.21
H 29.383 -24.796 2.556 0.23
H 29.811 -26.584 2.582 0.20

Entry 3:
8
Properties=species:S:1:pos:R:3:nbo_charge:R:1 method="wB97M-V/def2-TZVPD" lumo_energy_ha=-0.043 gap_ev=7.76 homo_ev=-8.93 energy_ev=-22758.3086
C 1.295 0.190 0.105 -0.86
C -1.837 -0.337 -0.765 -0.28
Cl -1.587 -1.638 0.138 0.14
I -3.081 1.123 0.152 0.14
H 1.469 1.262 0.531 0.22
H 0.626 0.144 -0.845 0.23
H 2.235 -0.319 -0.183 0.22
H 0.880 -0.425 0.866 0.20

Entry 4:
8
Properties=species:S:1:pos:R:3:nbo_charge:R:1 method="wB97M-V/def2-TZVPD" lumo_energy_ha=-0.045 gap_ev=7.65 homo_ev=-8.87 energy_ev=-22758.1862
C -0.173 -0.070 -0.273 -0.87
C -1.275 -1.772 2.024 -0.26
Cl -1.009 -1.320 3.598 0.10
I -3.263 -1.730 1.269 0.15
H -0.410 0.782 0.310 0.21
H -0.812 -0.925 -0.213 0.23
H -0.386 0.033 -1.355 0.22
H 0.825 -0.521 -0.091 0.22

Entry 5:
11
Properties=species:S:1:pos:R:3:nbo_charge:R:1 method="wB97M-V/def2-TZVPD" lumo_energy_ha=0.017 gap_ev=10.09 homo_ev=-9.63 energy_ev=-27789.2208
C -0.748 0.703 -0.430 0.62
C 0.159 1.158 0.756 0.21
N -1.559 -0.321 -0.031 -0.82
N 0.820 0.301 1.338 -0.60
O -0.495 1.040 -1.559 -0.58
Cl 0.273 2.939 0.814 -0.04
I 3.118 0.273 -2.701 -0.14
H -1.813 -0.591 0.947 0.42
H -2.099 -0.839 -0.824 0.42
H 1.867 1.116 -2.018 0.13
H 1.359 0.570 2.173 0.38

Entry 6:
11
Properties=species:S:1:pos:R:3:nbo_charge:R:1 method="wB97M-V/def2-TZVPD" lumo_energy_ha="-0.060 / -0.099" gap_ev="8.04 / 6.69" homo_ev="-9.68 / -9.38" energy_ev=-37688.7854
C 1.540 0.262 -0.207 -0.87
C -0.701 -0.830 0.712 -0.49
O -0.484 1.879 0.302 -0.90
O -0.623 0.249 -1.689 -0.91
S -0.192 0.611 -0.362 2.11
Cl -0.484 -2.246 -0.170 0.11
I -3.609 0.407 0.184 -0.07
H 2.009 0.965 -0.840 0.25
H 1.724 0.343 0.887 0.25
H 1.595 -0.769 -0.654 0.25
H -0.775 -0.870 1.835 0.25